(1)
{"formula": "C33H38As2N2O12SW", "method": "ωB97M-V/def2-TZVPD", "species": ["W", "C", "O", "C", "C", "C", "C", "C", "C", "N", "N", "C", "O", "C", "C", "C", "C", "C", "C", "C", "O", "H", "H", "H", "H", "H", "H", "H", "H", "H", "H", "H", "H", "C", "O", "C", "O", "C", "C", "As", "C", "C", "C", "As", "C", "C", "O", "O", "C", "C", "O", "O", "C", "C", "O", "O", "C", "H", "H", "H", "H", "H", "H", "H", "H", "H", "H", "H", "H", "H", "H", "H", "H", "H", "H", "O", "S", "C", "C", "C", "C", "H", "H", "H", "H", "H", "H", "H", "H"], "positions_angstrom": [[-0.843542, -1.024766, -1.041207], [-2.152742, -5.204748, 1.251457], [-1.548055, -4.081357, 0.594110], [-0.637424, -4.306567, -0.378168], [0.145436, -5.422252, -0.495693], [0.965872, -5.604589, -1.630835], [1.112574, -4.630454, -2.579749], [0.445887, -3.403686, -2.428038], [0.726595, -2.249902, -3.184574], [0.410925, -1.133584, -2.566536], [0.468114, 0.125228, -3.164242], [-0.725190, 0.638670, -3.164974], [-1.729950, -0.070784, -2.622347], [-0.956817, 1.953331, -3.769028], [-2.254439, 2.398503, -4.036715], [-2.457892, 3.646504, -4.594478], [-1.369767, 4.455475, -4.897297], [-0.077618, 4.002523, -4.670538], [0.133372, 2.757346, -4.106661], [-0.526858, -3.242932, -1.352121], [-1.694950, -2.521966, -1.622850], [-1.980279, -5.114935, 2.322704], [-1.754476, -6.150415, 0.897113], [-3.222348, -5.179237, 1.047954], [0.110071, -6.208215, 0.244848], [1.491149, -6.544270, -1.733422], [1.771775, -4.769260, -3.426766], [1.240734, -2.242061, -4.137238], [-3.094197, 1.747062, -3.835331], [-3.464827, 3.985623, -4.797595], [-1.535846, 5.436537, -5.321832], [0.764723, 4.625629, -4.938006], [1.134044, 2.394950, -3.916850], [4.891445, 0.615443, -2.608061], [4.110952, 0.914539, -1.426537], [3.214339, 0.051452, -1.028389], [2.971029, -1.025993, -1.539499], [2.541227, 0.349157, 0.260257], [2.858312, 1.318856, 1.116048], [2.323862, 1.179899, 2.987665], [2.163091, 3.123075, 3.350775], [0.438859, 0.727581, 2.847811], [0.021642, -0.170053, 1.911654], [1.075758, -0.940256, 0.458709], [2.051578, -2.302218, 1.540192], [-1.295507, -0.720245, 1.797553], [-1.650549, -1.341051, 0.725465], [-2.108746, -0.665247, 2.797136], [-3.140534, -1.676283, 2.939501], [-0.543697, 1.500568, 3.674106], [-1.472513, 2.049872, 3.150097], [-0.341891, 1.647788, 4.976207], [0.553114, 0.797790, 5.707128], [3.611330, 2.549896, 0.662450], [2.986510, 3.338218, 0.012892], [4.858420, 2.757829, 1.039864], [5.555452, 1.783719, 1.824720], [4.924416, 1.521957, -3.203419], [4.438554, -0.198823, -3.163733], [5.894596, 0.342428, -2.289355], [3.158956, 3.549365, 3.459966], [1.608998, 3.307409, 4.268529], [1.656786, 3.604677, 2.515727], [2.548218, -1.808814, 2.372354], [2.785772, -2.785966, 0.899471], [1.342169, -3.041539, 1.908427], [-4.077794, -1.170296, 3.152428], [-2.865264, -2.289739, 3.794664], [-3.222652, -2.280205, 2.040262], [0.189820, 0.801437, 6.729700], [1.573121, 1.184488, 5.693583], [0.549267, -0.222568, 5.319788], [6.598320, 2.080709, 1.805880], [5.451447, 0.782854, 1.403053], [5.201931, 1.788225, 2.858019], [-1.085602, 0.852083, -0.406589], [-2.410125, 1.569728, -0.943257], [-3.806143, 0.365901, -0.804232], [-4.597320, 0.708928, 0.445646], [-4.502939, 2.219479, 0.578726], [-3.020473, 2.545997, 0.455900], [-3.458601, -0.657128, -0.860641], [-4.394112, 0.556827, -1.704134], [-4.157614, 0.238681, 1.324861], [-5.627440, 0.365854, 0.356086], [-4.902021, 2.574710, 1.527368], [-5.066213, 2.697587, -0.225962], [-2.453314, 2.274174, 1.340807], [-2.842282, 3.595840, 0.227237]], "forces_ev_per_angstrom": [[1.6, 0.8, -3.4], [-0.1, 0.0, 0.1], [0.0, -0.2, -0.1], [0.0, 0.1, 0.2], [-0.1, 0.1, 0.0], [0.1, 0.0, 0.0], [0.0, 0.1, -0.2], [-0.4, -0.3, 0.2], [0.5, 0.3, 0.5], [-0.9, -0.2, -1.3], [0.7, 0.1, -0.4], [-0.2, -0.6, -0.4], [0.1, 0.9, -0.7], [-0.2, 0.1, -0.2], [0.1, -0.2, 0.0], [0.0, 0.0, 0.0], [-0.1, 0.0, 0.0], [0.0, 0.1, 0.0], [0.0, -0.1, 0.1], [0.6, -0.2, -0.1], [-1.3, -2.2, -0.1], [0.0, 0.0, 0.0], [0.0, 0.0, 0.0], [0.0, 0.1, 0.0], [0.0, 0.0, 0.0], [0.1, 0.0, 0.0], [0.0, 0.0, 0.0], [0.1, 0.1, 0.0], [0.0, 0.0, 0.0], [0.0, 0.0, 0.0], [0.0, 0.0, 0.0], [0.0, 0.0, 0.0], [0.0, 0.0, 0.0], [0.1, -0.1, -0.1], [0.0, 0.3, 0.1], [0.1, -0.6, 0.0], [0.0, 0.0, -0.1], [-0.6, 0.3, -0.3], [-0.4, -0.6, -0.1], [0.4, 0.9, 0.5], [-0.1, -0.2, -0.1], [-0.4, -0.8, -1.4], [1.1, 0.9, 1.1], [3.2, 0.2, 2.7], [-0.6, -0.2, -0.8], [-1.4, -0.8, -0.8], [-1.3, -0.3, 3.7], [0.4, -0.4, 0.2], [-0.5, -0.2, 0.0], [-0.3, 0.2, 0.5], [0.1, 0.2, -0.2], [0.0, -0.1, 0.0], [0.2, -0.2, 0.1], [-0.1, 0.0, -0.1], [0.1, 0.0, 0.1], [0.2, 0.1, 0.0], [0.0, -0.2, 0.0], [0.0, 0.0, 0.1], [0.0, 0.0, 0.0], [0.0, 0.0, 0.0], [0.0, -0.1, 0.0], [0.0, -0.1, 0.0], [0.0, 0.0, 0.0], [-0.1, 0.2, -0.1], [0.0, 0.0, 0.0], [0.0, 0.0, 0.0], [0.1, 0.1, 0.0], [0.1, 0.1, 0.0], [0.0, 0.1, 0.0], [0.0, 0.0, 0.0], [-0.1, 0.1, 0.0], [-0.1, 0.0, 0.0], [0.0, 0.0, 0.0], [0.0, 0.0, 0.0], [0.0, 0.0, 0.0], [-0.3, 1.2, 0.6], [-0.8, 0.4, 0.5], [-0.2, 0.4, -0.1], [0.0, 0.0, 0.0], [-0.1, -0.1, 0.0], [0.2, 0.3, 0.0], [0.1, -0.1, -0.1], [0.1, 0.0, -0.1], [0.0, 0.0, 0.0], [0.0, 0.0, 0.0], [0.1, 0.1, 0.0], [0.0, 0.0, 0.1], [0.1, -0.1, 0.1], [0.1, 0.0, 0.0]], "lowdin_charge": [1.54, -0.02, -0.09, -0.24, 0.01, -0.03, -0.01, -0.14, -0.02, -0.22, 0.13, -0.42, -0.26, -0.18, -0.05, -0.06, -0.05, -0.05, -0.01, -0.30, -0.17, 0.10, 0.08, 0.10, 0.12, 0.12, 0.13, 0.16, 0.11, 0.11, 0.12, 0.11, 0.11, 0.03, 0.00, -0.53, 0.05, -0.25, -0.29, 1.32, -0.22, -0.25, -0.28, 1.31, -0.16, -0.44, -0.19, 0.04, 0.05, -0.53, 0.15, 0.00, -0.04, -0.56, 0.17, 0.01, -0.03, 0.11, 0.09, 0.11, 0.04, 0.04, 0.05, 0.02, 0.05, 0.04, 0.11, 0.11, 0.10, 0.11, 0.07, 0.10, 0.11, 0.10, 0.08, -0.63, 1.16, -0.26, -0.20, -0.20, -0.27, 0.07, 0.12, 0.09, 0.13, 0.13, 0.13, 0.07, 0.11], "orbital_gap_ev": [5.1067, 5.4688], "relative_energy_kcal_mol": 54.61, "total_energy_ha": -7228.8635, "lumo_ev": [-6.90, -6.95], "charge": 2}

(2)
{"formula": "C33H38AsF6IrN3OSbSe", "method": "ωB97M-V/def2-TZVPD", "species": ["Ir", "Se", "N", "C", "C", "C", "C", "C", "C", "N", "H", "H", "H", "H", "F", "Sb", "F", "F", "F", "F", "F", "C", "C", "C", "C", "C", "C", "As", "N", "C", "C", "C", "C", "C", "C", "C", "C", "C", "C", "C", "C", "C", "C", "C", "C", "C", "C", "H", "H", "H", "H", "H", "H", "H", "H", "H", "H", "H", "H", "H", "H", "H", "H", "H", "H", "H", "H", "H", "H", "H", "H", "H", "H", "H", "C", "C", "C", "O", "H", "H", "H", "H", "H", "H", "H"], "positions_angstrom": [[11.970981, 10.255287, 12.666284], [11.341563, 8.630836, 15.677226], [11.806145, 10.254060, 14.934483], [12.017692, 11.107564, 15.954058], [12.428570, 12.469443, 15.847650], [12.695108, 13.155331, 16.991954], [12.499039, 12.569040, 18.296992], [12.077032, 11.296865, 18.433955], [11.822333, 10.510684, 17.255274], [11.419722, 9.241532, 17.296868], [12.559877, 12.948850, 14.936092], [13.188593, 14.130650, 16.833109], [12.688815, 13.201323, 19.118702], [11.957071, 10.854832, 19.442348], [10.918527, 12.154219, 12.466174], [10.953701, 14.172719, 12.367828], [9.212012, 13.980675, 11.826435], [11.543729, 13.916191, 10.591413], [11.140616, 16.009244, 12.230681], [12.753199, 13.864487, 12.911350], [10.461818, 14.215592, 14.134648], [15.804943, 6.584048, 6.826969], [15.580894, 6.992992, 8.226090], [14.425086, 6.618838, 8.924362], [14.183777, 7.064089, 10.232137], [12.817818, 6.669911, 10.766994], [15.163704, 7.829798, 10.873825], [14.504042, 8.379201, 12.645801], [13.936949, 10.124111, 12.155763], [14.545860, 11.158909, 11.628341], [15.975300, 11.356317, 11.737541], [16.664562, 12.299866, 11.020145], [15.947028, 13.161486, 10.191760], [14.550728, 13.048091, 10.166810], [13.831000, 12.123437, 10.882374], [16.018876, 8.591757, 13.853312], [16.254129, 9.650681, 14.760465], [15.324167, 10.788864, 14.913954], [17.413920, 9.640464, 15.539514], [18.310082, 8.575987, 15.543854], [19.576249, 8.660076, 16.312756], [17.953919, 7.468345, 14.788980], [16.819217, 7.449009, 13.968829], [16.590056, 6.178925, 13.214343], [16.369437, 8.096780, 10.252828], [17.583806, 8.737661, 10.857082], [16.547167, 7.692858, 8.923787], [16.145340, 5.559066, 6.794908], [16.564381, 7.236585, 6.432765], [14.946692, 6.654424, 6.215492], [13.645561, 6.063404, 8.442107], [12.265762, 6.098577, 10.002593], [12.210663, 7.525001, 10.977878], [12.881115, 6.068459, 11.668057], [16.523550, 10.745477, 12.442221], [17.729335, 12.408761, 11.175439], [16.414530, 13.957787, 9.650772], [14.022120, 13.786634, 9.544794], [12.760371, 12.027658, 10.777766], [14.309515, 10.440720, 15.015417], [15.348872, 11.565015, 14.173176], [15.535592, 11.288258, 15.847461], [17.633748, 10.506158, 16.156933], [19.560179, 9.415372, 17.122618], [20.427940, 8.977591, 15.670856], [19.861151, 7.717308, 16.743002], [18.572261, 6.593755, 14.833687], [17.033449, 5.395228, 13.807369], [17.056956, 6.176720, 12.229134], [15.538784, 5.923209, 13.075094], [17.483091, 8.927657, 11.939474], [17.765759, 9.713368, 10.426287], [18.464249, 8.135493, 10.716662], [17.487236, 7.896233, 8.419668], [8.808966, 9.134343, 10.878731], [9.115358, 9.129435, 12.425203], [8.460898, 10.416180, 13.062244], [10.585129, 9.054536, 12.615410], [7.758350, 9.299632, 10.601069], [9.084120, 8.196607, 10.393594], [9.415822, 9.937800, 10.396393], [8.778001, 8.222323, 12.907474], [8.574117, 11.257008, 12.348072], [8.897007, 10.782878, 13.999958], [7.402497, 10.243080, 13.163185]], "forces_ev_per_angstrom": [[0.7, 0.8, 0.3], [0.0, 0.6, -0.9], [-0.1, -0.3, 1.0], [-0.4, -0.6, -0.8], [-0.1, -0.6, 1.7], [0.5, -0.2, -0.6], [0.0, 0.1, -1.3], [-0.2, -0.4, 0.9], [-0.2, -0.2, 0.6], [0.6, 0.8, 0.2], [0.3, 0.5, -1.6], [-0.7, -0.4, 0.6], [0.2, 0.4, 1.0], [0.0, 0.2, -0.9], [-0.1, 0.0, 0.1], [1.5, -0.1, -1.0], [-1.0, 0.0, -0.3], [-0.1, 0.0, 0.0], [-0.1, 0.3, 0.0], [0.0, 0.1, 0.1], [-0.3, -0.1, 1.1], [0.9, 0.0, 0.3], [-0.8, -0.3, 1.1], [0.5, 1.0, 0.5], [-0.4, -0.7, -1.5], [0.3, -0.4, -0.3], [-0.7, 0.0, 1.0], [0.2, -0.2, 0.3], [-0.1, 0.0, 0.7], [1.6, 0.6, -0.4], [0.3, -0.4, 0.1], [-0.3, -0.2, 0.5], [-0.6, -0.4, 0.5], [-0.9, 1.1, -0.8], [0.5, 0.2, -0.7], [0.4, -0.1, 0.8], [0.7, -0.4, -0.7], [-0.4, 0.3, 0.8], [-0.2, 0.0, -0.2], [-0.6, 0.3, -0.4], [1.1, 0.9, 0.2], [-0.4, 0.4, 0.0], [0.7, 0.2, 0.0], [-0.2, -0.1, -0.1], [0.9, -0.1, -0.9], [-0.5, 0.7, 1.4], [-0.2, -0.1, 0.1], [0.2, -0.3, -0.1], [0.4, 0.0, -0.5], [-1.1, 0.1, -0.6], [-0.1, -0.3, -0.3], [0.4, 0.1, 0.3], [-0.4, 0.6, 0.3], [0.0, -0.1, 0.2], [-0.1, -0.1, -0.1], [0.0, 0.0, -0.1], [0.2, 0.2, -0.3], [0.0, -0.5, 0.4], [-0.1, 0.3, -0.1], [-0.4, -0.2, -0.2], [0.1, 0.2, -0.6], [0.1, 0.2, 0.4], [-0.1, 0.0, 0.0], [-0.3, -0.4, -0.4], [-0.6, -0.3, 0.1], [0.1, -0.5, 0.2], [0.2, -0.4, 0.0], [0.1, -0.5, 0.0], [0.0, 0.0, 0.0], [-0.1, 0.0, 0.0], [0.1, -0.3, -0.5], [0.1, 0.2, -0.4], [0.3, -0.3, -0.2], [0.0, 0.1, 0.1], [0.9, 0.1, 0.2], [-0.5, 1.4, -0.5], [1.2, 0.0, -1.1], [-2.2, -1.0, -0.6], [0.2, 0.1, 0.6], [0.2, -0.1, 0.2], [-0.5, -0.4, 0.4], [-0.2, -0.2, 0.0], [-0.1, -0.5, 0.3], [-0.1, -0.5, 0.0], [-0.4, -0.2, 0.2]], "lowdin_charge": [1.51, 1.16, -0.36, -0.34, -0.03, -0.02, -0.05, -0.01, -0.36, -0.23, 0.06, 0.13, 0.10, 0.14, -0.49, 1.39, -0.31, -0.34, -0.32, -0.35, -0.31, -0.03, -0.25, 0.01, -0.28, -0.09, -0.29, 1.36, -0.34, -0.37, -0.01, -0.04, 0.00, -0.04, -0.04, -0.32, -0.27, -0.06, 0.00, -0.26, -0.05, 0.00, -0.30, -0.06, -0.26, -0.05, 0.00, 0.10, 0.08, 0.07, 0.11, 0.09, 0.03, 0.07, 0.09, 0.12, 0.12, 0.13, 0.07, 0.04, 0.07, 0.09, 0.12, 0.09, 0.10, 0.08, 0.12, 0.08, 0.09, 0.07, 0.06, 0.07, 0.09, 0.13, -0.04, -0.39, -0.05, -0.46, 0.09, 0.07, 0.09, 0.13, 0.07, 0.07, 0.08], "orbital_gap_ev": [7.0931, 5.2452], "relative_energy_kcal_mol": 0.00, "spin_multiplicity": 6, "total_energy_ha": -7100.4745, "lumo_ev": [-4.00, -5.93], "charge": 1}